1.
The following is a DFT calculation (ωB97M-V with the def2-TZVPD basis set) of 5 unconnected molecules or ions with the total composition C39H44NO24PS2 at a distorted geometry.

```
! RIJCOSX wB97M-V def2-TZVPD def2/J DEFGRID3
* xyz 0 1
C -2.950 1.690 2.543
C -1.927 1.371 3.352
C -0.511 1.601 2.973
O -0.092 2.703 2.792
O 0.297 0.498 2.915
C 0.703 0.191 1.565
C 2.152 0.584 1.302
C 2.392 0.718 -0.211
C 3.739 0.122 -0.665
C 4.497 1.005 -1.676
C 4.130 0.669 -3.116
C 4.713 1.673 -4.159
C 6.226 1.579 -4.007
N 7.019 2.071 -5.127
O 4.098 2.953 -3.726
S 2.602 2.973 -4.262
O 1.672 2.619 -3.244
O 2.386 4.170 -4.991
O 2.694 1.668 -5.228
C 4.106 1.546 -5.562
C 4.524 0.175 -6.136
S 3.291 -0.694 -7.066
O 3.975 -1.740 -7.774
O 2.504 0.235 -7.821
P 4.633 2.829 -6.881
C 5.254 4.387 -6.149
C 3.181 3.207 -7.930
H -2.884 1.511 1.477
H -3.840 2.139 2.954
H -2.059 0.887 4.314
H 0.549 -0.875 1.410
H 0.086 0.738 0.850
H 2.814 -0.152 1.756
H 2.280 1.538 1.809
H 1.574 0.221 -0.730
H 2.340 1.772 -0.478
H 4.371 0.084 0.224
H 3.630 -0.901 -1.022
H 5.564 0.863 -1.500
H 4.282 2.040 -1.415
H 3.060 0.553 -3.227
H 4.560 -0.318 -3.303
H 6.532 2.089 -3.095
H 6.459 0.528 -3.857
H 7.505 2.929 -4.933
H 7.643 1.377 -5.501
H 5.360 0.328 -6.812
H 4.829 -0.518 -5.353
H 2.503 -1.245 -6.118
H 4.491 5.145 -5.984
H 5.741 4.206 -5.200
H 6.010 4.767 -6.831
H 2.243 2.798 -7.570
H 3.411 2.844 -8.925
H 3.075 4.290 -7.997
O 8.921 -1.440 4.935
C 8.110 -1.621 4.048
C 8.316 -1.234 2.664
C 7.349 -1.467 1.768
O 7.444 -1.149 0.484
C 6.044 -2.119 2.148
O 5.225 -2.267 1.259
C 5.844 -2.524 3.523
C 6.812 -2.294 4.422
O 6.717 -2.632 5.698
H 9.254 -0.766 2.403
H 6.599 -1.429 0.079
H 4.911 -3.003 3.782
H 7.552 -2.348 6.119
O -6.032 1.819 2.967
C -6.931 1.006 2.844
C -7.273 0.359 1.593
C -8.293 -0.511 1.557
O -8.672 -1.147 0.460
C -9.105 -0.841 2.786
O -10.022 -1.629 2.653
C -8.745 -0.210 4.040
C -7.727 0.658 4.075
O -7.338 1.284 5.180
H -6.686 0.603 0.719
H -9.429 -1.707 0.719
H -9.319 -0.460 4.917
H -6.588 1.853 4.920
O -12.815 -1.214 10.543
C -11.890 -1.081 9.764
C -11.446 0.194 9.235
C -10.423 0.226 8.369
O -9.949 1.343 7.838
C -9.718 -1.030 7.920
O -8.815 -0.890 7.114
C -10.145 -2.301 8.463
C -11.166 -2.333 9.332
O -11.623 -3.447 9.879
H -11.960 1.086 9.563
H -9.211 1.082 7.250
H -9.622 -3.192 8.145
H -12.361 -3.181 10.462
O -1.549 -4.924 -4.858
C -0.956 -3.957 -4.421
C -0.817 -2.696 -5.126
C -0.130 -1.697 -4.556
O 0.039 -0.512 -5.128
C 0.515 -1.844 -3.201
O 1.141 -0.885 -2.784
C 0.357 -3.091 -2.484
C -0.335 -4.090 -3.051
O -0.530 -5.262 -2.471
H -1.281 -2.604 -6.098
H 0.557 0.041 -4.507
H 0.811 -3.177 -1.507
H -1.056 -5.794 -3.100
*
```

Computed properties:
orbital gap: 0.22737 Eh
maximum force: 0.04169 Eh/bohr
HOMO: -7.89 eV

Atom charges from the Mulliken analysis, given in e for atoms 1 to 6: -0.6505, -0.3105, 0.7166, -0.4564, -0.3780, -0.7894

2.
The following is a DFT calculation (ωB97M-V with the def2-TZVPD basis set) of 10 unconnected molecules or ions with the total composition ClH18O9.

```
! RIJCOSX wB97M-V def2-TZVPD def2/J DEFGRID3
* xyz -1 1
Cl -0.005 -0.082 0.002
O 1.251 -2.794 -1.375
H 0.921 -2.024 -0.868
H 2.010 -3.108 -0.873
O -2.621 -2.397 -0.782
H -2.087 -2.891 -1.413
H -2.128 -1.573 -0.654
O 3.372 0.620 0.333
H 2.522 0.260 0.023
H 4.024 -0.040 0.075
O -0.367 2.949 -1.887
H -0.706 2.541 -2.691
H -0.585 2.315 -1.186
O -2.705 -0.677 2.029
H -3.388 -0.703 1.351
H -1.997 -0.121 1.653
O -1.945 2.353 1.112
H -2.856 2.200 0.841
H -1.447 1.595 0.751
O 0.872 -1.477 3.041
H 0.135 -1.329 2.429
H 1.372 -2.193 2.640
O 0.648 -0.213 -3.358
H 1.500 -0.659 -3.352
H 0.460 -0.049 -2.419
O 1.308 2.871 1.397
H 1.590 2.487 2.233
H 0.854 2.141 0.948
*
```

Computed properties:
relative energy (zero: lowest compared OMol25 entry of this formula, charge and spin): 56.77 kJ/mol
orbital gap: 0.36668 Eh
maximum force: 0.01016 Eh/bohr
HOMO: -7.20 eV

Atom charges from the Mulliken analysis, given in e for atoms 1 to 6: -0.8206, -0.6139, 0.2885, 0.2805, -0.6281, 0.3000

3.
The following is a DFT calculation (ωB97M-V with the def2-TZVPD basis set) of C6H10O in the gas phase at a distorted geometry.

```
! RIJCOSX wB97M-V def2-TZVPD def2/J DEFGRID3
* xyz 0 1
O -1.383 1.900 -2.011
C -1.354 2.447 -0.917
C -0.032 1.402 -0.631
C -0.406 -0.085 -0.555
C 0.690 -0.930 0.075
C 0.828 -0.982 1.570
C 0.301 -2.175 0.824
H -1.476 3.594 -1.008
H 0.742 1.549 -1.421
H 0.314 1.821 0.281
H -0.638 -0.482 -1.553
H -1.320 -0.166 0.040
H 1.616 -0.998 -0.497
H 1.823 -1.046 2.001
H 0.122 -0.399 2.157
H 0.934 -3.053 0.742
H -0.760 -2.398 0.905
*
```

Computed properties:
relative energy (zero: lowest compared OMol25 entry of this formula, charge and spin): 391.71 kJ/mol
orbital gap: 0.32217 Eh
maximum force: 0.10790 Eh/bohr
HOMO: -8.45 eV

Atom charges from the Mulliken analysis, given in e for atoms 1 to 6: -0.3638, -0.0820, -0.6043, -0.7377, -0.0035, -0.5501

4.
The following is a DFT calculation (ωB97M-V with the def2-TZVPD basis set) of a molecular structure, C15H28N6O4OsSe3.

```
! RIJCOSX wB97M-V def2-TZVPD def2/J DEFGRID3
* xyz 2 1
Os -0.599 -0.200 -2.228
C 2.990 -3.290 5.209
Se 1.372 -3.316 4.144
C 0.533 -1.730 4.925
C 1.038 -0.490 4.202
Se 0.495 -0.325 2.326
C -0.635 1.243 2.563
H 2.736 -3.036 6.235
H 3.642 -2.547 4.753
H 3.428 -4.282 5.135
H 0.822 -1.744 5.978
H -0.540 -1.877 4.830
H 2.120 -0.390 4.288
H 0.612 0.373 4.714
H -0.054 2.032 3.031
H -1.508 0.991 3.158
H -0.933 1.558 1.568
C 3.537 2.033 -4.711
C 2.730 3.312 -4.871
N 1.948 3.354 -6.106
C 2.673 3.542 -7.374
C 2.682 2.292 -8.237
C 0.606 3.337 -6.169
O -0.041 3.513 -7.188
C -0.183 3.061 -4.909
C -1.138 3.976 -4.484
C -1.945 3.655 -3.405
C -1.802 2.424 -2.800
N -0.905 1.522 -3.234
C -0.102 1.844 -4.266
H 4.014 2.007 -3.730
H 4.322 1.965 -5.465
H 2.907 1.146 -4.807
H 3.401 4.173 -4.882
H 2.063 3.462 -4.023
H 3.688 3.841 -7.113
H 2.207 4.370 -7.908
H 3.111 1.445 -7.698
H 3.282 2.462 -9.131
H 1.671 2.037 -8.553
H -1.243 4.920 -5.003
H -2.689 4.346 -3.034
H -2.400 2.130 -1.949
H 0.606 1.085 -4.571
O 2.246 1.600 -0.621
N 1.361 0.987 -1.098
O 1.465 0.192 -2.108
O 0.135 1.021 -0.679
N -1.797 -1.304 -3.687
N -2.598 -0.774 -2.606
H -1.881 -0.667 -4.476
H -2.110 -2.225 -3.982
H -2.925 -1.517 -1.999
H -3.403 -0.242 -2.931
Se 0.174 -4.905 5.358
C 0.439 -3.930 6.899
N 0.676 -3.303 7.837
*
```

Computed properties:
relative energy (zero: lowest compared OMol25 entry of this formula, charge and spin): 185.74 kJ/mol
orbital gap: 0.24172 Eh
maximum force: 0.01505 Eh/bohr
HOMO: -13.32 eV

Atom charges from the Mulliken analysis, given in e for atoms 1 to 6: 0.7371, -0.9927, 0.4241, -0.5346, -1.2372, 0.0878